Molecular formula: C3H6N2S2
Method: DFT, the ωB97M-V functional and the def2-TZVPD basis

As for the SMILES: C[C@H]1CN=[N+]([S-])S1. The value obtained for the highest occupied orbital energy (alpha / beta) is -8.67 / -8.67 eV. Its energy above the lowest of the compared OMol25 structures with the same formula, charge and spin is 53.65 kcal/mol. Its HOMO-LUMO gap (alpha / beta) is 0.318 / 0.318 hartree. The total charge is 0.

Cartesian coordinates (Å):
C1 0.3070 -0.6205 -0.8527
C2 -0.4275 -0.4957 0.4723
C3 -0.8394 0.9602 0.7867
N1 -2.1421 1.2200 0.2923
N2 -2.8746 0.2378 0.0925
S1 -4.3803 0.2245 -0.3959
S2 -2.0049 -1.3907 0.4216
H1 -0.2890 -0.1942 -1.6574
H2 0.4996 -1.6658 -1.0819
H3 1.2584 -0.0946 -0.8040
H4 0.1638 -0.9128 1.2873
H5 -0.8417 1.1438 1.8692
H6 -0.1488 1.6686 0.3242

Cartesian forces (eV/Å) of the 6 atoms listed first:
C 0.00 -0.02 0.10
C -0.19 -0.26 -0.20
C 0.50 -0.62 0.43
N -0.80 0.80 -0.35
N 2.59 -0.78 0.73
S -1.99 -0.20 -0.58



Molecular formula: C47H76F6HfN4O17S2
Method: DFT, the ωB97M-V functional and the def2-TZVPD basis

The value obtained for the highest occupied orbital energy is -11.44 eV. Its energy above the lowest of the compared OMol25 structures with the same formula, charge and spin is 374.40 kcal/mol. Its HOMO-LUMO gap is 0.043 hartree. The total charge is +2.

Cartesian coordinates (Å):
Hf1 2.8555 -4.3545 0.4860
C1 8.8847 0.0757 1.9938
C2 8.4381 -0.4698 3.3376
C3 9.3787 0.1324 4.4853
C4 9.0391 1.5731 4.8127
C5 7.5586 1.8356 5.0691
C6 6.5805 1.2269 4.0225
N1 6.9944 -0.1965 3.6701
O1 6.0943 -0.8370 2.7482
C7 6.4736 2.2477 2.8550
C8 5.2222 1.2199 4.8210
C9 8.8632 -1.9215 3.4319
H1 8.2563 -0.2992 1.1859
H2 9.9132 -0.2401 1.8189
H3 8.7801 1.1337 1.7535
H4 10.4307 0.1271 4.2003
H5 9.2734 -0.4286 5.4139
H6 9.3142 2.1264 3.9147
H7 9.7545 1.8894 5.5719
H8 7.5259 2.9248 5.0418
H9 7.3712 1.5155 6.0941
H10 5.6181 2.8671 3.1241
H11 6.1215 1.7020 1.9796
H12 7.3405 2.8379 2.5577
H13 4.8825 2.1824 5.2035
H14 5.2381 0.4740 5.6157
H15 4.4164 0.9313 4.1461
H16 8.4467 -2.6389 2.7248
H17 8.9788 -2.3023 4.4467
H18 9.9176 -1.9197 3.1557
C10 0.1326 -0.0840 -3.5899
F1 0.8490 -0.8978 -4.4109
F2 0.2070 1.1676 -4.0327
F3 -1.0867 -0.5456 -3.4599
S1 0.9785 -0.2574 -1.8447
O2 2.1363 -1.1668 -1.9707
O3 1.1978 1.0269 -1.2941
N2 0.0770 -1.4386 -0.8405
S2 -1.0895 -0.3857 -0.3671
O4 -0.9830 -0.0604 1.0383
O5 -1.5535 0.7013 -1.2322
C11 -2.5670 -1.5930 -0.4769
F4 -2.3933 -2.5975 0.3291
F5 -3.7729 -0.9739 -0.3545
F6 -2.4877 -2.1048 -1.7239
C12 -10.2094 2.7064 -2.4606
C13 -10.1467 1.7303 -1.4847
C14 -11.0228 1.8299 -0.3406
C15 -11.9801 2.8603 -0.3410
C16 -11.9223 3.8473 -1.3398
C17 -11.0453 3.7896 -2.3998
N3 -12.9930 2.9413 0.7532
O6 -13.2107 1.8874 1.3594
O7 -13.6444 3.9382 0.9016
H19 -9.4742 2.6833 -3.2514
H20 -9.5214 0.8538 -1.5685
H21 -11.1017 1.0323 0.3832
H22 -12.4821 4.7700 -1.2982
H23 -10.8774 4.5747 -3.1222
C18 -11.4202 -3.2614 5.1226
C19 -11.7383 -2.1101 5.8191
C20 -10.7380 -1.2158 6.1686
C21 -9.4743 -1.3052 5.6550
C22 -9.1428 -2.4554 4.8869
C23 -10.0830 -3.5146 4.6715
N4 -8.4491 -0.2620 5.9357
O8 -7.2651 -0.4969 5.6682
O9 -8.8318 0.8242 6.4346
H24 -12.1900 -3.9774 4.8754
H25 -12.7693 -1.9634 6.1056
H26 -10.9253 -0.3869 6.8351
H27 -8.1986 -2.6865 4.4163
H28 -9.7648 -4.3596 4.0789
C24 -0.6630 -2.8810 6.4238
C25 -0.5977 -4.1071 5.5403
O10 -0.0070 -4.1543 4.4282
C26 -1.4032 -5.3697 5.9573
H29 -0.0833 -2.1149 5.9089
H30 -0.3073 -3.0574 7.4389
H31 -1.6957 -2.5343 6.4612
H32 -1.0935 -6.3088 5.4988
H33 -2.4519 -5.1676 5.7394
H34 -1.1804 -5.4779 7.0188
C27 -0.4500 -5.6079 -5.9176
C28 0.9379 -5.6401 -5.3589
O11 1.3265 -5.2983 -4.2519
C29 2.0450 -6.0780 -6.3312
H35 -0.9105 -6.5956 -5.8956
H36 -0.3137 -5.3701 -6.9726
H37 -1.1555 -4.8932 -5.4939
H38 3.0726 -5.9983 -5.9764
H39 1.9652 -5.4692 -7.2318
H40 2.0057 -7.1480 -6.5350
C30 -2.3290 5.4276 4.7394
C31 -1.5778 6.3679 3.8095
O12 -0.5222 6.0686 3.2520
C32 -2.2434 7.6306 3.3872
H41 -2.4816 5.9655 5.6750
H42 -1.7096 4.5466 4.9074
H43 -3.2990 5.1342 4.3382
H44 -2.1581 8.4436 4.1083
H45 -3.2586 7.4279 3.0459
H46 -1.7153 8.0552 2.5335
C33 -4.8116 3.2034 -9.0450
C34 -5.0393 3.9466 -7.7155
O13 -6.1431 4.4689 -7.6671
C35 -3.9751 3.9411 -6.6170
H47 -5.7660 2.8941 -9.4710
H48 -4.2137 2.2920 -9.0468
H49 -4.3631 3.9086 -9.7448
H50 -3.6886 2.8907 -6.6688
H51 -4.3209 4.1077 -5.5968
H52 -3.1138 4.5685 -6.8467
C36 8.2422 -3.9731 -3.7395
C37 8.0434 -4.9629 -2.6240
O14 7.0172 -4.9007 -1.8997
C38 9.1600 -5.9556 -2.3924
H53 9.3183 -3.9515 -3.9115
H54 7.8209 -3.0277 -3.3977
H55 7.6977 -4.3597 -4.6010
H56 8.9100 -6.8985 -1.9058
H57 9.8089 -5.4225 -1.6975
H58 9.7868 -6.1015 -3.2721
C39 -2.9948 -8.5569 -0.4693
C40 -1.7531 -8.5296 0.4785
O15 -0.9370 -7.6223 0.4654
C41 -1.5996 -9.7394 1.4356
H59 -3.8932 -8.2191 0.0473
H60 -3.1519 -9.4932 -1.0049
H61 -2.8873 -7.8855 -1.3212
H62 -1.8233 -10.6333 0.8533
H63 -2.3081 -9.6233 2.2557
H64 -0.5686 -9.7580 1.7890
C42 3.1489 8.3613 -2.1155
C43 2.3419 8.5178 -3.4002
O16 2.4817 9.4508 -4.1991
C44 1.2345 7.5412 -3.6057
H65 3.6626 9.2793 -1.8302
H66 3.8784 7.5650 -2.2634
H67 2.5707 7.9321 -1.2972
H68 1.6224 6.7511 -4.2487
H69 0.3625 7.8875 -4.1606
H70 0.9154 7.1370 -2.6450
C45 5.9092 4.2957 -6.6678
C46 6.2348 3.5205 -5.4151
O17 5.8529 2.4063 -5.1889
C47 7.1101 4.1665 -4.3725
H71 6.8268 4.8046 -6.9627
H72 5.0652 4.9704 -6.5241
H73 5.6491 3.5635 -7.4322
H74 6.8899 3.7778 -3.3782
H75 6.9611 5.2460 -4.3485
H76 8.0980 3.9437 -4.7756

Cartesian forces (eV/Å) of the 6 atoms listed first:
Hf -0.87 0.70 -0.70
C -1.19 0.63 -1.81
C 2.50 -0.78 3.10
C -1.43 0.98 0.33
C 0.51 -0.20 -1.55
C 1.86 -0.39 0.51